Computed, not measured: a molecular structure, C77H173N8O9, with wB97M-V/def2-TZVPD.

Summary:
energy = -112897.5046 eV
charge = +5

```
267
Properties=species:S:1:pos:R:3:forces:R:3
C -7.604913 -11.088596 2.470818 1.765 -0.223 0.411
C -6.813083 -11.511309 3.736656 -1.693 1.542 -1.206
C -5.573926 -10.721153 3.882987 1.914 -0.466 -0.019
O -5.898313 -9.373494 3.795995 -0.314 0.201 -0.209
C -4.802534 -8.477417 3.886387 1.912 -0.415 0.988
N -7.746138 -11.223576 4.955607 -1.077 -1.127 0.496
H -8.099018 -10.279434 5.216722 0.470 -0.334 -1.170
H -8.567343 -11.869765 4.858844 0.529 0.921 -0.015
H -7.321167 -11.542328 5.818983 0.522 -0.217 0.264
H -8.139523 -10.182765 2.561626 -0.053 1.414 0.467
H -8.362069 -11.767778 2.304665 -1.486 -1.920 -0.726
H -6.957124 -11.005799 1.584609 -0.163 -0.213 0.472
H -6.643124 -12.575790 3.808275 0.116 -0.234 -0.117
H -4.740337 -11.064573 3.180912 -1.296 0.490 0.287
H -5.168833 -11.027200 4.843533 0.457 0.471 0.754
H -5.139178 -7.452133 3.725034 -0.326 -0.261 0.193
H -4.035710 -8.662774 3.031675 -0.883 0.037 1.790
H -4.382130 -8.567842 5.013162 -0.359 0.288 -2.699
C -13.039798 11.659480 6.614978 2.713 -1.915 -0.002
C -11.812578 12.073791 6.131548 -4.708 1.210 0.211
C -1.515905 -0.187187 13.274369 0.912 -2.764 3.125
O -1.688648 -1.462110 13.308934 0.195 1.706 -1.907
C -2.935306 -2.072133 12.624632 1.502 -1.788 1.044
N -13.612329 8.043130 2.210049 -0.966 1.896 1.978
H -13.438671 8.769871 3.000908 -0.122 -2.138 -2.031
H -13.976917 7.179191 2.570567 -0.343 0.009 0.536
H -12.811474 7.776703 1.706871 1.436 0.236 -0.474
H -13.978613 11.485421 5.938996 1.861 0.300 1.812
H -11.169598 12.377565 6.949700 0.900 -0.248 -0.762
H -12.737149 11.176587 7.628572 -2.303 0.699 -1.313
H -12.005038 12.588524 5.181213 1.533 -0.049 0.049
H -0.584721 0.117570 13.861737 -1.049 -0.184 -1.395
H -2.351535 0.493716 13.173904 -0.103 0.192 -1.012
H -2.766790 -2.268596 11.526730 0.027 0.859 1.279
H -3.635994 -1.377082 12.992204 -1.557 0.501 -0.526
H -3.061161 -3.070779 13.151533 0.255 1.392 -0.631
C -1.189962 -2.109988 3.956478 -2.148 -0.059 -0.581
C -0.441410 -1.263107 2.900938 -2.499 0.690 -0.648
C -0.951128 -1.467016 1.388007 -1.080 -0.099 0.212
C -0.099377 -2.576538 0.737299 -1.463 1.765 -0.691
N -0.254875 -2.734641 -0.796831 1.159 -0.576 0.502
C -1.507603 -3.502437 -1.135224 1.109 -0.279 -0.285
C -1.233591 -3.986372 -2.574673 -0.897 -0.924 0.718
C 0.268969 -4.356132 -2.535866 -0.472 0.754 0.009
C 0.793730 -3.694959 -1.268324 0.937 0.207 -0.124
C -0.251146 -1.461144 -1.623407 0.677 -0.452 1.132
C 0.672459 -0.358828 -1.222122 0.729 1.005 -0.540
C 2.151955 -0.433194 -1.700450 -0.225 0.825 3.018
H -2.299956 -2.123680 3.628795 1.611 -0.300 0.531
H -1.252936 -1.674336 4.976911 0.573 -0.112 -0.665
H -0.833305 -3.153872 4.030331 -0.244 0.563 -0.150
H 0.582817 -1.478097 2.955798 1.632 -0.052 -0.038
H -0.605817 -0.200164 3.160199 0.286 -0.464 -0.249
H -0.954556 -0.528251 0.781070 0.393 -0.604 0.877
H -2.047319 -1.773333 1.366364 1.196 0.220 0.322
H -0.406293 -3.496141 1.160425 -0.025 -1.288 0.209
H 0.902948 -2.365881 1.023717 1.123 -0.013 -0.515
H -2.295213 -2.835034 -0.914307 -1.219 0.578 -0.327
H -1.560336 -4.326136 -0.442860 0.125 -0.484 0.254
H -1.454353 -3.204539 -3.267808 0.095 0.623 -0.479
H -1.930439 -4.803827 -2.869614 0.673 0.286 0.433
H 0.800890 -4.010865 -3.425450 -0.158 -0.142 0.157
H 0.458723 -5.393088 -2.390323 -0.175 -0.981 -0.323
H 1.757095 -3.221538 -1.471845 -0.319 0.344 0.328
H 0.938957 -4.404394 -0.464993 -0.150 -0.316 0.134
H -1.237934 -1.152971 -1.534414 -1.613 0.916 0.200
H -0.168790 -1.680360 -2.661232 0.467 -0.610 -0.769
H 0.626505 -0.120159 -0.174288 0.296 -0.266 0.525
H 0.161420 0.530543 -1.606411 0.320 0.040 -0.402
H 2.277294 -0.401982 -2.736424 0.029 -0.012 -1.756
H 2.582071 -1.360685 -1.300829 0.268 0.300 -0.179
H 2.736765 0.443296 -1.244300 -0.902 -1.283 -0.659
C 19.851255 2.448996 -3.765143 -3.045 -6.032 -3.461
C 20.287090 2.366670 -2.603641 2.493 6.460 7.448
C 20.598715 3.379398 -1.457772 1.358 -0.985 -4.731
C 19.955161 3.243865 -0.301728 -4.289 -2.433 4.442
N 19.799161 3.824783 0.910144 1.237 0.610 -3.659
C 20.346880 5.185609 0.993180 3.442 -1.473 2.448
C 20.580107 5.081824 2.544957 -0.615 2.711 1.158
C 19.943901 4.076806 3.178969 0.098 0.528 0.631
C 19.189235 3.228689 2.242900 0.198 -1.401 -4.177
C 6.772765 1.865383 -0.743954 3.022 2.934 -1.085
C 7.501430 3.054254 -0.177736 -2.560 -5.189 -1.084
C 5.344488 1.795140 -1.288110 -2.008 -1.167 2.379
H 5.734892 -10.287895 5.977465 -0.056 0.012 -0.041
H 5.433069 0.865221 -13.612608 0.006 -0.007 0.018
H 19.589422 1.103230 -3.820938 0.988 3.194 -2.471
H 0.643816 10.523883 -7.882690 0.012 -0.011 -0.006
H 20.053633 1.408162 -2.213226 -1.026 -1.304 0.961
H 21.270595 4.138470 -1.820447 0.508 0.127 0.676
H 6.465195 -5.410077 -4.873351 -0.004 0.035 -0.020
H 0.876966 -2.313046 10.372122 -0.224 0.099 0.080
H 19.141575 2.495558 -0.285358 0.985 -0.778 -0.510
H 19.517522 5.795582 0.798667 -0.784 1.603 -0.422
H 21.374360 5.515388 0.276570 -3.190 -1.474 2.155
H 20.854736 6.017390 3.138156 0.176 -1.593 -0.917
H -1.638612 -11.392789 -4.019100 0.029 0.003 0.037
H -7.786302 9.591326 9.598460 0.001 0.000 0.004
H 19.717401 4.014961 4.273247 0.672 0.118 -1.174
H 18.108123 3.305079 2.266649 -0.388 1.166 0.141
H 19.179292 2.120796 1.957900 1.269 0.963 1.460
H 7.655268 3.410391 3.195573 -0.039 -0.046 -0.165
H 7.363826 0.922968 -1.231614 -0.926 2.587 1.740
H 8.564563 2.990706 0.060363 -0.256 -0.340 -0.340
H 7.016609 3.867678 0.355662 -0.457 0.002 -0.666
H 5.111155 1.252738 -2.190270 1.135 -0.533 -0.555
H 4.613524 2.586116 -1.383665 1.051 1.405 0.083
H 4.673755 1.212484 -0.552162 1.271 0.193 -0.525
C -0.989189 2.278395 -6.370154 -0.436 -1.080 -0.548
C -1.442288 3.643318 -6.719704 -0.888 1.336 -0.609
C -2.052532 4.429758 -5.552097 1.983 -0.341 0.508
C -3.135737 3.692584 -4.871663 -1.521 -1.757 -0.982
N -3.777095 4.362552 -3.727828 -1.316 1.125 1.315
C -2.876663 4.745246 -2.531305 -0.438 -1.203 -0.362
C -3.812980 4.757736 -1.318261 0.309 1.903 0.505
C -5.120023 4.043132 -1.697638 1.263 -0.143 0.394
C -4.849939 3.441296 -3.064172 0.695 0.248 0.277
C -4.520872 5.599130 -4.143406 -1.067 -1.618 -1.787
C -5.424762 5.341101 -5.402586 1.357 -1.013 1.123
C -6.509873 6.330577 -5.393008 -1.528 1.227 -0.514
H -0.448224 2.301285 -5.455510 0.457 -0.307 0.953
H -0.361021 1.833320 -7.133842 0.335 0.189 -0.231
H -1.829115 1.580405 -6.301098 0.042 0.147 0.477
H -2.171890 3.617692 -7.538644 0.200 0.017 -0.116
H -0.596659 4.253084 -7.026565 0.072 -0.016 -0.404
H -2.371657 5.394159 -5.860891 -0.331 0.943 -0.534
H -1.163319 4.594091 -4.913639 -0.599 0.037 0.365
H -2.792832 2.716954 -4.472600 -0.245 0.381 -0.427
H -3.984351 3.521369 -5.674807 1.654 -0.109 1.793
H -2.332289 5.652445 -2.699515 -0.041 0.611 -0.397
H -2.109645 3.975269 -2.428093 -0.159 -0.196 0.004
H -4.078463 5.807108 -0.953623 0.581 -1.198 -0.695
H -3.221603 4.327832 -0.521905 -0.378 -0.041 0.227
H -5.873011 4.829755 -1.620269 -0.520 -0.782 -0.248
H -5.274650 3.182023 -1.040896 -0.524 0.456 0.193
H -5.771373 3.404360 -3.643505 0.447 -0.185 -0.362
H -4.378949 2.437348 -2.975732 -0.658 0.948 -0.306
H -3.886435 6.404879 -4.336496 1.521 1.060 -0.408
H -5.136214 5.936906 -3.343676 -0.468 -0.162 0.789
H -5.867497 4.333620 -5.338536 0.149 0.363 0.117
H -4.832019 5.306397 -6.311320 0.094 0.362 -0.161
H -6.741974 6.585852 -4.380985 -0.332 0.145 0.821
H -7.424240 5.861497 -5.763318 0.021 0.517 -0.409
H -6.322729 7.315121 -5.857639 0.019 -0.684 -0.230
C 2.564482 4.391784 -1.529482 2.227 0.038 -0.620
C 2.895578 4.050237 -0.065478 0.627 -0.465 -0.900
C 3.266144 5.240128 0.781888 -0.273 0.248 0.292
C 2.477373 6.376852 0.273686 -1.048 1.945 -1.335
N 2.623623 7.713652 0.999415 -0.143 -0.864 -0.121
C 1.464013 8.593878 0.615232 0.126 -1.281 -2.000
C 2.007160 9.944604 0.821133 0.337 1.082 1.841
C 3.372621 9.867028 0.120717 -1.638 -2.692 -0.458
C 3.869434 8.496304 0.655683 0.149 0.014 -0.606
C 2.626073 7.437847 2.451651 0.633 0.091 1.274
C 1.411297 6.758005 3.053749 -1.280 0.607 0.672
C 1.751033 5.853661 4.283625 -0.943 0.865 -0.010
H 2.517300 3.446778 -2.037476 -0.572 -0.507 -0.423
H 3.400668 4.911499 -2.099432 -0.701 -0.255 0.814
H 1.647308 4.946059 -1.676848 -0.207 -0.213 0.137
H 3.613800 3.236790 0.044890 0.645 0.537 -0.342
H 2.066886 3.463672 0.257635 -1.317 0.412 0.870
H 4.290793 5.544601 0.814609 1.182 -0.232 -0.511
H 3.040017 5.111260 1.823683 -0.392 -0.561 0.475
H 1.414837 6.151575 0.280773 -0.239 -0.157 0.282
H 2.635930 6.652717 -0.789630 0.425 -0.327 0.639
H 0.706118 8.233835 1.264179 -1.248 0.243 0.126
H 1.236087 8.372278 -0.482070 0.121 0.239 1.478
H 2.105274 9.996482 1.961706 0.243 0.622 -1.487
H 1.391609 10.789326 0.522065 -0.118 -0.198 -0.166
H 3.986413 10.675637 0.324149 1.363 1.371 0.332
H 3.209515 9.736551 -0.969033 0.108 0.485 0.510
H 4.495065 8.586822 1.524367 0.030 0.150 0.549
H 4.412895 7.852024 -0.022216 0.220 0.283 -0.503
H 2.652469 8.397299 2.945814 0.682 0.302 0.122
H 3.573355 6.901621 2.634912 -0.497 0.278 0.167
H 0.890600 6.190498 2.317848 -0.256 -0.905 -0.609
H 0.671223 7.590058 3.246897 0.661 -0.947 0.474
H 2.104560 6.454818 5.133083 0.604 -0.186 -0.468
H 2.449036 5.121961 3.895878 0.381 -0.182 0.544
H 0.900704 5.314905 4.760696 0.233 0.351 -0.988
C 0.166122 -2.467560 -5.570659 0.930 1.437 -1.707
C -0.215850 -1.091787 -6.179657 0.168 -0.656 0.838
C -1.435971 -1.140398 -7.060503 -0.406 0.841 -0.915
C -2.661031 -1.356785 -6.189602 0.103 0.478 1.487
N -4.024401 -1.376966 -6.779828 0.314 0.968 -1.076
C -4.341188 0.072569 -7.127497 1.195 0.481 1.190
C -5.840468 0.183907 -7.107979 -0.014 2.106 1.468
C -6.310987 -0.961139 -6.275200 0.439 -0.023 1.733
C -5.019292 -1.628881 -5.763667 -1.759 0.261 1.984
C -4.214121 -2.185791 -8.003020 -1.724 0.347 0.520
C -4.062568 -3.639560 -7.790281 1.531 -2.295 -0.466
C -3.932695 -4.399945 -9.183137 -0.036 0.373 0.961
H 0.496143 -3.090223 -6.409970 0.296 -0.073 0.270
H -0.725094 -2.902948 -5.248876 -1.135 -0.967 1.179
H 0.955684 -2.396146 -4.810796 -0.408 -0.064 -0.217
H 0.595788 -0.698455 -6.721733 1.145 0.253 -1.015
H -0.367477 -0.345416 -5.444842 -0.331 0.618 1.291
H -1.252654 -1.983910 -7.713147 -0.396 -0.166 -0.671
H -1.487709 -0.166959 -7.671905 -0.150 -1.550 0.797
H -2.776169 -0.525531 -5.450420 0.677 -0.635 -0.313
H -2.584125 -2.235386 -5.556991 0.166 -0.366 -0.229
H -3.968187 0.278044 -8.111374 0.616 0.230 -0.340
H -3.727061 0.555671 -6.315201 -1.403 0.560 -1.087
H -6.149246 0.017430 -8.094550 -0.860 0.396 -1.458
H -6.258385 1.160792 -6.688706 0.909 -1.127 -0.911
H -6.829616 -1.608503 -6.934827 -0.985 -0.902 -0.006
H -6.902269 -0.616567 -5.404108 0.071 -0.568 -0.649
H -5.239288 -2.672136 -5.535779 0.701 -0.059 -0.143
H -4.675209 -1.088621 -4.848763 -0.301 -0.444 -0.559
H -3.537520 -1.759367 -8.679710 1.179 0.127 -1.240
H -5.222595 -1.908349 -8.374753 0.510 -0.419 0.097
H -4.819882 -4.097216 -7.116979 0.209 0.411 -0.719
H -3.074159 -3.851074 -7.284610 -0.886 0.348 -0.308
H -3.002294 -4.077281 -9.693628 -0.691 -0.038 0.152
H -4.813904 -4.274230 -9.822322 0.267 0.236 0.073
H -3.841066 -5.471443 -9.007685 0.035 0.043 0.090
C 0.986563 -9.631375 3.391810 -2.862 2.134 0.379
C 1.123257 -8.086304 3.602430 2.266 -0.807 -1.393
N 1.066715 -7.672682 5.006392 -0.286 0.939 2.286
C 1.836416 -8.606886 5.975691 -0.232 1.908 1.275
C 1.663889 -6.275139 5.206084 1.279 -0.905 -0.419
C 1.154505 -5.195628 4.316744 -1.187 1.490 0.395
C -0.369909 -7.598394 5.385748 -1.850 -0.191 0.753
C -0.753523 -6.766208 6.623967 0.673 0.003 -0.082
O 0.002276 -7.218763 7.725572 0.257 0.081 -0.229
C -0.151514 -6.486029 8.923708 0.487 -0.469 0.175
H 1.662168 -10.122726 4.023918 0.681 -1.068 0.640
H 1.176930 -9.838049 2.386029 0.770 -0.240 -1.602
H -0.098159 -9.972669 3.468952 1.371 0.409 0.534
H 0.428145 -7.482073 3.021088 -0.152 -0.318 0.231
H 2.158350 -7.749069 3.302220 -0.850 -0.647 -0.027
H 1.708338 -8.236847 7.041358 -0.037 -0.135 -1.615
H 2.898346 -8.519624 5.755417 -0.093 -0.445 -0.405
H 1.423052 -9.590109 5.980223 -0.065 -0.589 -0.451
H 2.748198 -6.409797 5.111348 -0.170 -0.049 -0.396
H 1.545890 -6.044562 6.233594 -0.378 0.151 0.997
H 0.117328 -4.862962 4.593282 0.825 -0.607 -0.301
H 1.128529 -5.461451 3.273822 0.082 0.053 -0.461
H 1.751700 -4.267578 4.473990 -0.098 -0.797 -0.203
H -0.718766 -8.629493 5.483369 0.106 0.049 0.215
H -0.984543 -7.185824 4.579751 0.535 -0.005 -0.419
H -1.831595 -6.862072 6.833993 0.153 -0.202 -0.251
H -0.584385 -5.691181 6.407043 0.040 -0.384 0.279
H -1.197264 -6.301667 9.049021 -0.823 -0.002 0.684
H 0.346104 -5.524418 8.942324 0.322 0.364 -0.419
H 0.309747 -7.091385 9.721381 -0.563 0.209 -0.240
C -1.906200 2.559574 0.598930 0.726 3.600 -2.128
C -0.449822 3.163676 0.142191 -0.576 -3.463 1.945
O 0.461101 2.420463 0.598580 0.022 0.031 -0.009
O -0.306871 4.153646 -0.553501 -0.820 1.785 -0.924
H -2.234046 3.121537 1.464105 -0.156 0.038 0.302
H -1.863029 1.546798 0.789750 0.298 -2.036 0.464
H -2.611054 2.771282 -0.229292 0.196 -0.515 0.536
C -3.514895 -0.131033 -1.656373 2.206 0.250 1.406
C -3.146487 0.499773 -2.988678 -0.327 -1.492 -0.680
O -1.927240 0.517704 -3.288509 -0.659 0.427 -0.090
O -4.131420 0.787436 -3.733214 0.541 -0.113 -0.472
H -3.685182 -1.212803 -1.721787 0.008 0.209 -0.308
H -4.332047 0.295744 -1.102174 -0.504 0.346 -0.123
H -2.571012 0.039122 -1.054682 -1.246 -0.372 -0.109
C -1.379612 -7.648565 -0.022344 -0.924 1.051 1.496
C -1.088967 -6.849691 1.305786 0.026 0.730 -3.182
O -0.436395 -5.775084 1.176364 0.092 -0.087 0.522
O -1.549257 -7.372490 2.308935 -0.430 -0.472 2.159
H -2.326843 -8.156270 0.190138 0.270 -0.174 -0.469
H -0.576883 -8.338289 -0.086863 0.653 -0.874 -0.471
H -1.455269 -7.017957 -0.904032 0.149 0.015 -0.051
```
Forces are in eV/Å.

These are the Löwdin partial charges, in e, on atoms 1 to 4: number 1, C, carries -0.01; number 2, C, carries -0.26; number 3, C, carries -0.26; number 4, O, carries -0.20